The following is a DFT calculation (wB97M-V/def2-TZVPD) of a single C5H6N2O molecule in a non-equilibrium geometry.

```
14
Properties=species:S:1:pos:R:3:nbo_charge:R:1
C -1.77740 -0.22926 0.08112 -0.10
C -1.12571 1.00583 -0.10084 -0.47
C 0.37385 0.46282 -0.42621 0.04
C 1.67935 0.93940 -0.12285 -0.08
C 1.70484 -1.23114 -0.05963 0.13
H -2.79292 -0.72226 -0.13564 0.25
H -1.72950 -0.39503 1.30453 0.17
H -1.01056 1.70130 0.77191 0.25
H -1.77003 1.46517 -0.96702 0.22
H 2.25622 1.76417 -0.17813 0.22
H 2.11077 -2.35105 0.40404 0.23
N 2.53168 -0.07484 0.05460 -0.45
N 0.47450 -0.92896 -0.37120 -0.08
O -0.92509 -1.40615 -0.25467 -0.33
```

Computed properties:
- E_LUMO: 0.79 eV
- HOMO-LUMO gap: 9.27 eV
- Energy relative to the best compared isomer or geometry (same formula, charge and spin): 5.630 eV
- Spin multiplicity: 1
- SMILES: c1ncn2c1CCO2
- Total energy: -10303.9733 eV


The following is a DFT calculation (wB97M-V/def2-TZVPD) of a molecular structure, C36H36N3OP2RuS3.

```
82
Properties=species:S:1:pos:R:3:lowdin_spin:R:1
Ru -0.49168 0.62444 -0.62624 0.85
S 0.19375 -1.40047 -1.71521 0.03
P 0.08338 -2.18977 0.15065 0.00
C -0.34193 -0.80891 1.02322 -0.03
P 0.69330 0.18645 1.87226 0.00
S 1.68501 1.28146 0.44595 0.05
C -0.26116 1.32070 2.92653 0.00
C -1.17831 0.75721 3.81048 0.00
C -1.96822 1.56695 4.60913 0.00
C -1.85198 2.94860 4.52596 0.00
C -0.93690 3.51410 3.65111 0.00
C -0.14011 2.70145 2.85598 0.00
C 1.84888 -0.59046 3.04014 0.00
C 3.08261 -0.00352 3.29941 0.00
C 3.95694 -0.59070 4.20048 0.00
C 3.60433 -1.77069 4.84131 0.00
C 2.37550 -2.36097 4.58234 0.00
C 1.49694 -1.77083 3.68621 0.00
C -1.19686 -3.46766 0.18151 0.00
C -1.05721 -4.63822 -0.56049 0.00
C -2.07434 -5.57729 -0.56761 0.00
C -3.23841 -5.34583 0.15749 0.00
C -3.38510 -4.17467 0.88421 0.00
C -2.36520 -3.23179 0.89501 0.00
C 1.59423 -3.05772 0.65890 0.00
C 1.57752 -4.26103 1.35734 0.00
C 2.76024 -4.80181 1.84151 0.00
C 3.96104 -4.13925 1.63839 0.00
C 3.98332 -2.93852 0.93973 0.00
C 2.80637 -2.40177 0.44623 0.00
H -1.29251 -0.31980 3.85202 0.00
H -2.68287 1.12153 5.28920 0.00
H -2.47623 3.58199 5.14346 0.00
H -0.84253 4.59059 3.58147 0.00
H 0.57908 3.13500 2.17466 0.00
H 3.36216 0.90607 2.77995 0.00
H 4.91727 -0.13143 4.39759 0.00
H 4.29037 -2.23357 5.53923 0.00
H 2.10258 -3.28671 5.07278 0.00
H 0.54068 -2.23598 3.47465 0.00
H -0.15464 -4.81192 -1.13578 0.00
H -1.96451 -6.48833 -1.14163 0.00
H -4.03355 -6.08046 0.14889 0.00
H -4.29593 -3.98965 1.43891 0.00
H -2.45733 -2.30118 1.44421 0.00
H 0.64139 -4.77349 1.53917 0.00
H 2.73971 -5.73680 2.38687 0.00
H 4.88155 -4.55618 2.02688 0.00
H 4.91861 -2.41597 0.78555 0.00
H 2.81549 -1.45696 -0.08596 0.00
S -2.80941 0.74772 -0.11208 0.06
C -2.43952 2.44699 -0.08121 0.00
C -3.26193 3.56908 0.00921 0.00
C -2.66949 4.81485 -0.01653 0.00
C -1.28579 4.93469 -0.14956 0.00
C -0.52948 3.78311 -0.23564 0.00
N -1.09848 2.58197 -0.17879 0.00
H -4.33217 3.44420 0.09385 0.00
H -3.28077 5.70548 0.06003 0.00
H -0.80616 5.90268 -0.17553 0.00
H 0.55023 3.79443 -0.31845 0.00
C 1.86913 1.85284 -3.26395 0.00
N 0.78292 2.06614 -4.20226 0.00
C 1.18573 2.38573 -5.56122 0.00
C 0.01773 2.94951 -6.34037 0.00
C -1.13885 1.97823 -6.24954 0.00
N -1.43403 1.68812 -4.85937 0.00
C -2.74590 1.13144 -4.57980 0.00
C -0.47396 1.64052 -3.89261 0.00
O -0.77644 1.23038 -2.76518 0.02
H 2.51048 2.73581 -3.24958 0.00
H 2.47093 0.98447 -3.54926 0.00
H 1.48028 1.68146 -2.26600 0.00
H 1.58562 1.49136 -6.05730 0.00
H 1.99957 3.11113 -5.50424 0.00
H 0.29875 3.11634 -7.38017 0.00
H -0.27802 3.90866 -5.90970 0.00
H -0.90851 1.05241 -6.79351 0.00
H -2.03772 2.40102 -6.70188 0.00
H -3.51479 1.82423 -4.92669 0.00
H -2.85620 0.97330 -3.51169 0.00
H -2.87852 0.17547 -5.09506 0.00
```

Computed properties:
- E_LUMO (alpha / beta): 0.59 / 0.38 eV
- HOMO-LUMO gap (alpha / beta): 7.30 / 7.15 eV
- Expectation value of S²: 0.7593
- Energy relative to the best compared isomer or geometry (same formula, charge and spin): 0.758 eV
- Spin multiplicity: 2
- Total energy: -98102.2230 eV


The following is a DFT calculation (wB97M-V/def2-TZVPD) of 2 unconnected molecules or ions with the total composition CHNO2S in a non-equilibrium geometry.

```
6
Properties=species:S:1:pos:R:3:nbo_charge:R:1
C -1.49031 0.20808 -1.22902 0.87
N -2.29415 0.93978 -0.74967 -0.81
O -0.70962 -0.44254 -1.73558 -0.51
O 1.55226 2.24019 0.95844 -0.65
S 1.94908 1.83912 2.37077 0.65
H -2.50734 1.74171 -0.14316 0.45
```

Computed properties:
- E_LUMO (alpha / beta): -1.87 / -1.87 eV
- HOMO-LUMO gap (alpha / beta): 7.81 / 7.80 eV
- Energy relative to the best compared isomer or geometry (same formula, charge and spin): 0.887 eV
- Spin multiplicity: 1
- SMILES: N=C=O.O=S
- Total energy: -17471.2882 eV


The following is a DFT calculation (wB97M-V/def2-TZVPD) of 9 unconnected molecules or ions with the total composition C31H42I2O28 in a non-equilibrium geometry.

```
103
Properties=species:S:1:pos:R:3:lowdin_charge:R:1
C -8.59069 6.27208 2.20429 -0.23
C -7.01206 5.95780 2.24521 -0.71
I -5.85225 6.91302 3.83257 0.81
C -6.42319 5.07698 1.27780 -0.68
I -7.75174 4.22989 -0.20153 0.98
O -5.01329 4.81012 1.40075 -0.09
C -4.44331 4.27074 0.20090 -0.44
O -3.67949 5.01548 -0.47174 0.09
O -4.62789 2.95462 -0.25248 -0.09
C -3.58420 2.05855 0.22965 -0.13
C -3.63916 0.75794 -0.71436 -0.13
C -3.08458 1.00286 -2.18711 -0.24
O -3.76969 2.05244 -2.91198 -0.10
H -8.86265 7.13832 2.90283 0.06
H -8.96202 6.55919 1.17190 0.04
H -9.09714 5.32291 2.60230 0.08
H -3.90878 1.71414 1.28082 0.14
H -2.55605 2.53746 0.29002 0.14
H -3.06457 -0.11209 -0.26612 0.11
H -4.73852 0.44033 -0.79400 0.12
H -3.28036 0.02861 -2.77333 0.13
H -1.96978 1.23781 -2.19011 0.12
H -3.67538 1.94206 -3.87679 0.09
C -2.99897 -4.28754 1.00721 -0.11
C -2.84833 -3.14349 1.95485 -0.11
O -3.40150 -2.04930 1.23194 0.05
C -4.26060 -2.57205 0.31435 -0.54
O -5.01930 -1.92316 -0.34761 0.14
O -4.14696 -3.92692 0.24573 0.04
H -3.15678 -5.23607 1.52162 0.14
H -2.14421 -4.38750 0.33247 0.13
H -3.42199 -3.28499 2.87515 0.14
H -1.80531 -2.95331 2.21178 0.13
C 2.34629 -2.95377 -0.73751 -0.14
C 1.04493 -3.56163 -1.16147 -0.12
O 0.58241 -4.19490 0.02744 0.04
C 1.17722 -3.55571 1.07810 -0.54
O 0.88221 -3.72433 2.23096 0.14
O 2.14451 -2.70408 0.65047 0.08
H 2.56807 -2.03050 -1.26951 0.14
H 3.18261 -3.63906 -0.85378 0.12
H 0.31128 -2.81026 -1.46965 0.13
H 1.16745 -4.28758 -1.96609 0.14
C 7.26758 -2.77500 0.15983 -0.13
C 6.41181 -1.65474 0.66671 -0.12
O 5.49987 -1.44179 -0.40491 0.08
C 5.43518 -2.60018 -1.11210 -0.54
O 4.63318 -2.81666 -1.97997 0.10
O 6.38672 -3.47949 -0.71348 0.06
H 7.62105 -3.42512 0.96175 0.13
H 8.12824 -2.42171 -0.41586 0.11
H 5.84665 -1.93048 1.56239 0.14
H 6.98525 -0.75317 0.87445 0.12
C -7.97332 -6.11946 0.41946 -0.13
C -6.52032 -6.09568 0.05335 -0.14
O -5.87423 -6.40838 1.28047 0.05
C -6.77336 -7.08694 2.04518 -0.55
O -6.50459 -7.64138 3.06929 0.16
O -8.01659 -7.05299 1.49195 0.06
H -8.60680 -6.44599 -0.40616 0.14
H -8.33064 -5.15036 0.77930 0.14
H -6.26255 -6.85933 -0.68637 0.14
H -6.20022 -5.12170 -0.31670 0.12
C -2.85675 8.14415 0.94786 -0.13
C -1.97888 6.94411 0.90821 -0.15
O -0.68033 7.48135 1.13626 0.06
C -0.84983 8.66206 1.79470 -0.55
O 0.03721 9.29489 2.28654 0.16
O -2.16314 9.02378 1.82444 0.07
H -3.84303 7.90394 1.33122 0.10
H -2.96013 8.62797 -0.02822 0.13
H -2.21101 6.22988 1.70341 0.14
H -2.02433 6.43277 -0.05134 0.09
C 6.17361 -6.96754 -2.21706 -0.13
C 7.06641 -8.07961 -1.75738 -0.14
O 7.72621 -7.51550 -0.63410 0.07
C 6.93325 -6.51605 -0.15989 -0.54
O 7.11309 -5.94629 0.87675 0.15
O 5.90865 -6.25102 -1.01809 0.05
H 5.24788 -7.33364 -2.66271 0.14
H 6.66869 -6.29781 -2.92608 0.14
H 6.50481 -8.96026 -1.43234 0.13
H 7.78577 -8.38011 -2.52020 0.13
C -1.62444 6.62343 -2.90867 -0.14
C -1.61394 8.11499 -2.81988 -0.14
O -0.74170 8.50188 -3.87110 0.07
C -0.74007 7.48407 -4.77863 -0.54
O -0.24259 7.54869 -5.86347 0.16
O -1.38144 6.38437 -4.28920 0.07
H -2.57963 6.19574 -2.60047 0.12
H -0.82314 6.16339 -2.32279 0.14
H -2.60090 8.55069 -3.00236 0.14
H -1.24099 8.47079 -1.85807 0.13
C 11.66611 -0.87178 2.06754 -0.13
C 10.81758 0.25429 2.57677 -0.13
O 9.90289 0.47173 1.50967 0.08
C 9.82920 -0.68631 0.80252 -0.51
O 9.02586 -0.90091 -0.06067 0.12
O 10.78133 -1.57029 1.20021 0.08
H 12.02049 -1.52259 2.86759 0.14
H 12.52489 -0.52099 1.48845 0.14
H 10.25546 -0.01749 3.47472 0.14
H 11.39771 1.15472 2.78139 0.14
```

Computed properties:
- E_LUMO: -0.60 eV
- HOMO-LUMO gap: 8.37 eV
- Spin multiplicity: 1
- SMILES: C/C(I)=C(\I)OC(=O)OCCCO.O=C1OCCO1.O=C1OCCO1.O=C1OCCO1.O=C1OCCO1.O=C1OCCO1.O=C1OCCO1.O=C1OCCO1.O=C1OCCO1
- Total energy: -106355.7219 eV


The following is a DFT calculation (wB97M-V/def2-TZVPD) of a molecular structure, C20H32IrN4O6P2S.

```
66
Properties=species:S:1:pos:R:3:nbo_charge:R:1
Ir -1.40501 -0.28478 1.49032 1.10
N 0.64402 -2.33632 4.74191 -0.71
C 0.10143 -0.91978 4.72975 -0.64
C 0.25044 -0.29453 6.10778 -0.64
P -1.59725 -1.00768 4.06632 2.37
O -2.47637 -1.47420 5.29138 -0.99
O -1.98417 0.34945 3.51896 -1.07
O -1.46791 -2.05469 2.96938 -1.12
P 1.19676 -0.09480 3.45486 2.41
O 1.22284 1.43623 3.85648 -0.98
O 2.49521 -0.79401 3.60448 -1.13
O 0.51804 -0.19463 2.09440 -1.03
H 0.46950 -2.81035 5.62790 0.43
H 1.66116 -2.25958 4.54878 0.48
H 0.18771 -2.85521 3.97628 0.47
H -0.28689 -0.87562 6.85919 0.23
H -0.17339 0.70824 6.09413 0.26
H 1.30000 -0.21621 6.39713 0.23
H -3.32036 -1.01299 5.39832 0.54
H 2.03806 1.70594 4.30056 0.53
C 2.18964 -3.86227 -2.66011 -0.61
C 2.51148 -4.62832 -1.38194 -0.40
C 2.97240 -3.77109 -0.20408 -0.40
C 1.93474 -2.79693 0.34069 -0.23
N 1.84846 -1.59897 -0.49997 -0.55
C 0.78458 -0.85876 -0.76838 0.42
S -0.82727 -1.46673 -0.41336 -0.10
N 0.96594 0.30437 -1.37818 -0.55
C -0.05835 1.05210 -2.11853 -0.25
C -0.31365 0.51096 -3.52026 -0.41
C 0.79064 0.74110 -4.55034 -0.40
C 2.06694 -0.07117 -4.34256 -0.61
H 1.97321 -4.55107 -3.47640 0.23
H 3.03248 -3.23981 -2.97275 0.20
H 1.31728 -3.21757 -2.54222 0.20
H 3.29459 -5.36002 -1.59137 0.22
H 1.63577 -5.20763 -1.07460 0.20
H 3.88488 -3.22154 -0.46640 0.20
H 3.26343 -4.42825 0.61829 0.22
H 2.19832 -2.47584 1.34951 0.21
H 0.94741 -3.25548 0.36818 0.23
H 2.73542 -1.27594 -0.86489 0.40
H 1.92087 0.60237 -1.51207 0.40
H 0.27897 2.08950 -2.15232 0.21
H -0.96731 1.02638 -1.52516 0.26
H -1.22980 0.98957 -3.87718 0.22
H -0.54837 -0.55613 -3.44421 0.21
H 1.03208 1.80769 -4.59082 0.20
H 0.38322 0.49435 -5.53266 0.22
H 2.66868 0.29412 -3.50678 0.17
H 2.70590 -0.01919 -5.22367 0.23
H 1.83959 -1.12382 -4.15943 0.20
N -4.65996 7.61865 -3.53516 -0.27
C -4.27602 6.70361 -2.95703 0.26
C -3.79421 5.55858 -2.23204 -0.15
C -3.57518 4.35733 -2.90408 -0.15
C -3.10631 3.26177 -2.20687 -0.20
C -2.85676 3.34908 -0.83323 -0.07
C -3.08750 4.55862 -0.16900 -0.19
C -3.55015 5.65871 -0.86331 -0.15
C -2.36609 2.21875 -0.11651 0.05
C -1.99109 1.24080 0.50820 -0.33
H -3.77481 4.29351 -3.96464 0.24
H -2.94243 2.32286 -2.71909 0.22
H -2.89665 4.62142 0.89333 0.23
H -3.72884 6.59582 -0.35491 0.24
```

Computed properties:
- E_LUMO (alpha / beta): -4.43 / -4.34 eV
- HOMO-LUMO gap (alpha / beta): 6.36 / 6.40 eV
- Energy relative to the best compared isomer or geometry (same formula, charge and spin): 0.000 eV
- Total charge: +1
- Spin multiplicity: 1
- Total energy: -71754.9634 eV


The following is a DFT calculation (wB97M-V/def2-TZVPD) of 4 unconnected molecules or ions with the total composition C31H43ClN3O16P2 in a non-equilibrium geometry.

```
96
Properties=species:S:1:pos:R:3:lowdin_charge:R:1
C 4.59059 -3.24093 0.13805 -0.11
C 5.76302 -2.32898 -0.59087 -0.26
O 6.48407 -1.42843 0.32244 -0.22
C 5.63630 -0.31040 0.78481 -0.21
C 6.08920 1.16197 0.16234 -0.16
C 4.83709 2.27063 0.18443 -0.19
C 3.84424 1.84077 -1.04731 -0.19
C 2.59791 2.86556 -1.33076 -0.21
N 1.27729 2.46284 -0.71413 -0.15
C 0.80293 1.09569 -1.21552 -0.24
N 1.19923 0.70842 -2.62185 0.03
C 0.19067 -0.19215 -3.29822 -0.65
Cl -1.39565 0.63352 -3.79236 0.60
C 0.93722 -0.73889 -4.69128 -0.24
C 0.44058 -2.29712 -5.03918 -0.12
N 0.10182 0.32970 -0.31657 -0.05
P -0.22721 0.96567 1.34957 0.92
C -1.60283 -0.18468 2.04399 -0.29
C 1.35316 0.49056 2.33684 -0.28
P 0.00749 3.71892 -0.96163 0.77
O -0.02152 4.73782 0.28750 -0.37
O 0.30049 4.73264 -2.37037 -0.20
O -1.62642 3.02354 -0.99918 -0.26
H 3.55583 -2.81246 -0.27411 0.06
H 4.62350 -3.01771 1.28618 0.08
H 4.66228 -4.38442 -0.11837 0.09
H 6.57177 -3.11498 -0.98316 0.14
H 5.37576 -1.78583 -1.57992 0.12
H 5.83647 -0.21937 1.95824 0.14
H 4.47886 -0.50702 0.68283 0.10
H 6.29647 0.95306 -0.99255 0.12
H 7.08072 1.58268 0.61939 0.12
H 5.31080 3.35246 0.06514 0.13
H 4.32755 2.12803 1.24075 0.11
H 3.54635 0.72192 -0.87904 0.09
H 4.51584 1.85343 -2.03377 0.14
H 2.45674 3.08537 -2.48868 0.13
H 2.88330 3.91732 -0.84379 0.15
H 2.16939 0.32965 -2.68716 0.12
H -0.02614 -1.18704 -2.67479 0.11
H 2.11533 -0.83671 -4.52986 0.11
H 0.79956 -0.01176 -5.59791 0.11
H 0.78593 -2.58092 -6.12895 0.09
H -0.71750 -2.35428 -4.88129 0.08
H 1.05156 -2.98600 -4.28079 0.09
H -0.22654 -0.62609 -0.57636 0.11
H -1.27483 -1.30773 1.82962 0.07
H -2.60698 0.09012 1.46083 0.05
H -1.71507 -0.01629 3.20476 0.07
H 1.03942 0.00054 3.37489 0.04
H 1.97272 -0.34982 1.76629 0.05
H 2.02989 1.40805 2.60628 0.06
H 0.77604 5.58907 -2.07826 0.13
H -2.15899 3.42325 -0.22473 0.12
C 0.80979 -3.74455 7.55377 0.09
C 0.32735 -2.59085 7.08799 -0.21
C 0.56617 -2.16404 5.68142 -0.30
O 0.09415 -1.10749 5.27657 0.07
C 1.37702 -3.04178 4.82312 0.07
C 1.86227 -4.19378 5.29012 -0.20
C 1.60013 -4.63326 6.68807 -0.30
O 2.04410 -5.70611 7.08307 0.12
O 2.62735 -5.02217 4.48973 0.09
O -0.41415 -1.74909 7.89653 0.09
H 0.64190 -4.06811 8.57330 0.14
H 1.55794 -2.71112 3.80839 0.12
H 2.85716 -5.79161 5.05511 0.12
H -0.64897 -0.98263 7.32936 0.12
C -4.97715 -2.97952 -0.02043 0.09
C -3.90098 -2.29296 -0.40931 -0.20
C -2.85895 -2.91254 -1.27414 -0.29
O -1.89055 -2.25079 -1.63094 0.05
C -3.03644 -4.31925 -1.66691 0.08
C -4.11095 -5.00665 -1.27506 -0.20
C -5.16611 -4.37868 -0.43338 -0.29
O -6.15144 -5.03058 -0.10426 0.13
O -4.28272 -6.32981 -1.63830 0.10
O -3.71522 -0.97830 -0.02297 0.04
H -5.74338 -2.54089 0.60632 0.14
H -2.26286 -4.76257 -2.28073 0.14
H -5.13483 -6.60292 -1.23354 0.12
H -2.86618 -0.70348 -0.43272 0.08
C -4.79709 6.57230 -1.32656 0.09
C -4.09582 5.49247 -1.67713 -0.20
C -4.69900 4.41492 -2.50941 -0.30
O -4.02398 3.44354 -2.83156 0.09
C -6.10613 4.56197 -2.91309 0.08
C -6.80825 5.64022 -2.55950 -0.21
C -6.19673 6.73024 -1.75076 -0.30
O -6.86200 7.71774 -1.45679 0.12
O -8.13189 5.78356 -2.93317 0.09
O -2.78059 5.33581 -1.27995 0.04
H -4.37048 7.36414 -0.72381 0.14
H -6.53740 3.76315 -3.50270 0.14
H -8.41708 6.64510 -2.55779 0.12
H -2.49370 4.47720 -1.66042 0.04
```

Computed properties:
- E_LUMO: -4.40 eV
- HOMO-LUMO gap: 6.99 eV
- Total charge: +1
- Spin multiplicity: 1
- Total energy: -101160.3510 eV